167
Properties=species:S:1:pos:R:3:forces:R:3:lowdin_charge:R:1 method="wB97M-V/def2-TZVPD" lumo_energy_ha=0.068 gap_ev=9.71 e_homo_ev=-7.9 total_energy_ev=-188105.0474 charge=-1
C 20.66181 19.75756 16.12454 0.51 2.15 -0.13 -0.05
O 19.63640 20.54352 15.45869 0.29 -0.93 1.38 -0.21
C 19.92779 21.25648 14.28850 0.20 -1.07 0.17 -0.22
C 18.63924 21.32342 13.50178 -0.38 -0.55 2.02 -0.12
N 18.37590 20.11168 12.70163 0.49 -0.94 -0.13 0.07
H 17.44226 20.19231 12.31447 -0.17 0.04 -0.47 0.15
H 19.12145 20.13503 11.89418 -0.78 -0.73 0.39 0.10
C 18.34063 18.75246 13.48693 0.83 0.18 -1.75 -0.05
C 17.50013 17.68311 12.77763 0.52 1.37 0.36 -0.21
O 16.24476 18.24140 12.51825 -0.09 0.62 -0.54 -0.18
C 15.18280 17.35020 12.20075 0.90 -0.23 1.29 -0.06
H 20.54836 19.85762 17.20430 -0.45 0.10 -0.02 0.08
H 21.69150 20.19004 15.94963 -0.96 -0.78 -0.34 0.11
H 20.52636 18.72765 15.88531 0.33 -0.80 -0.48 0.07
H 20.73718 20.78924 13.71493 -0.11 -0.10 -0.17 0.14
H 20.27610 22.23533 14.55700 0.07 0.85 -0.03 0.12
H 18.69633 22.19084 12.92389 -0.14 1.03 -1.70 0.11
H 17.79028 21.47580 14.20032 0.54 -0.20 -0.22 0.15
H 17.93381 18.93532 14.43027 -0.34 0.59 1.54 0.11
H 19.36962 18.37580 13.51678 -0.25 0.23 0.37 0.13
H 17.38746 16.84229 13.44501 0.41 -0.47 0.18 0.12
H 18.12903 17.46753 11.92070 -0.57 -0.73 -0.84 0.13
H 14.79818 16.86454 13.09236 -0.09 0.00 0.33 0.07
H 15.48933 16.58221 11.53165 0.40 -0.59 -0.91 0.08
H 14.41581 17.93128 11.78194 -1.02 0.71 -0.63 0.08
C 11.72782 11.93318 16.05655 -1.10 1.64 -0.39 -0.07
O 10.83804 12.07049 14.94309 -0.32 -0.72 -1.01 -0.22
C 9.47561 12.42388 15.14552 2.02 1.70 0.77 -0.16
C 9.00226 13.23292 13.90713 1.29 -2.36 0.45 -0.07
N 10.16304 14.00938 13.47817 -0.56 1.24 0.54 0.05
H 10.51679 14.55048 14.28665 0.10 0.23 0.09 0.12
H 10.88690 13.35786 13.21433 0.75 -0.72 -0.03 0.12
C 9.98466 14.91777 12.31396 1.27 0.99 2.30 -0.07
C 8.83968 15.88674 12.55359 0.16 -0.31 -0.33 -0.21
O 8.93450 16.53905 13.79081 0.10 -0.22 0.07 -0.20
C 7.71446 17.18723 14.14184 1.27 0.30 0.39 -0.08
H 12.71924 11.91642 15.60595 -0.06 -0.24 0.25 0.07
H 11.50707 11.06722 16.65576 0.07 -0.39 0.20 0.07
H 11.59699 12.86154 16.65163 0.40 -0.55 0.10 0.10
H 9.47697 13.04772 16.06053 -0.38 0.17 -0.37 0.13
H 8.87106 11.59119 15.35179 -0.99 -1.35 0.00 0.10
H 8.15941 13.79602 14.22934 -0.58 0.75 -0.30 0.12
H 8.83586 12.53778 13.07186 -0.56 0.24 0.26 0.14
H 9.82198 14.29452 11.49869 -0.41 -0.86 -1.75 0.10
H 11.01801 15.32904 12.25999 -0.97 0.45 -0.42 0.16
H 7.90062 15.31132 12.56861 0.02 0.08 -0.45 0.12
H 8.85383 16.57038 11.69389 -0.33 0.15 0.15 0.14
H 7.60019 18.03495 13.47961 -0.49 0.29 -0.34 0.08
H 7.87638 17.61408 15.15665 -0.41 -0.66 -0.55 0.10
H 6.87989 16.48406 14.04329 -0.09 0.22 0.31 0.09
C 18.45444 11.68352 20.24678 2.48 -0.56 0.35 -0.07
O 18.39409 13.09890 20.05142 -0.59 -1.40 1.03 -0.17
C 18.45190 13.47576 18.71873 -1.19 2.27 -0.49 -0.22
C 17.05701 13.51762 18.03410 0.46 0.15 -0.10 -0.08
N 16.04452 14.14655 18.98165 1.78 -0.43 0.35 0.07
H 15.35855 13.42165 19.18061 -0.11 -0.61 0.39 0.09
H 16.64172 14.26341 19.85256 -1.28 0.27 -0.77 0.19
C 15.29290 15.33694 18.49188 1.16 -0.24 -1.34 -0.13
C 14.72874 16.09901 19.62917 1.44 1.37 1.10 -0.23
O 13.81586 15.39738 20.43770 0.79 0.19 -0.33 -0.15
C 12.79250 14.82547 19.65371 -0.51 -1.34 0.51 -0.10
H 17.53808 11.12431 20.33431 -0.67 0.25 -0.34 0.07
H 19.05653 11.47995 21.15094 -0.62 0.48 0.14 0.09
H 19.15890 11.20033 19.51429 -1.02 0.50 -0.06 0.10
H 19.13275 12.86240 18.18747 0.51 -0.48 -0.83 0.09
H 18.80451 14.50474 18.74537 0.37 0.00 -0.23 0.12
H 16.80446 12.50434 17.85464 -0.87 -0.91 0.02 0.09
H 17.03302 14.01728 17.05758 0.35 0.17 0.59 0.10
H 14.51196 14.96872 17.81684 0.37 0.18 -0.01 0.11
H 16.01696 15.93301 17.89128 -0.66 -0.13 0.48 0.16
H 14.31361 17.01621 19.24410 -0.58 0.34 -0.37 0.12
H 15.62356 16.47369 20.23082 -1.21 -0.72 -0.10 0.15
H 12.21572 14.23399 20.35830 -0.14 -0.13 0.02 0.09
H 13.17283 14.09925 18.90813 -0.32 0.49 0.26 0.07
H 12.11726 15.54018 19.20695 0.12 0.46 -0.41 0.09
C 19.63977 13.47506 12.01371 0.57 0.71 -0.46 -0.12
O 18.90302 12.32276 11.72048 -1.35 -0.24 -1.66 -0.19
C 18.16320 12.48007 10.46529 -1.08 -0.90 1.87 -0.15
C 17.36421 11.15822 10.35300 0.20 0.41 0.59 -0.07
N 16.45072 11.09222 11.53482 -0.81 0.95 -0.05 0.05
H 16.11125 10.13166 11.54358 -0.22 -0.31 -0.11 0.09
H 16.93828 11.17782 12.42596 0.43 0.28 -0.05 0.15
C 15.26345 12.04268 11.52819 0.88 -0.58 -0.88 -0.08
C 15.17611 12.75699 12.81507 1.01 -0.94 0.33 -0.16
O 15.31449 11.77587 13.87371 -0.09 0.75 -2.68 -0.17
C 15.62072 12.25200 15.12405 0.56 -0.47 2.01 -0.11
H 20.25336 13.66132 11.11054 0.01 0.54 0.55 0.10
H 20.27808 13.30814 12.87564 -0.01 -0.28 -0.04 0.07
H 19.00348 14.33329 12.28228 0.12 -0.17 -0.33 0.08
H 18.75186 12.70767 9.59044 0.70 -0.22 -0.14 0.12
H 17.41161 13.31935 10.53412 0.75 -0.53 0.18 0.12
H 17.93540 10.20947 10.44382 0.10 0.95 -0.50 0.14
H 16.69656 11.13739 9.48740 0.33 -0.07 -0.06 0.14
H 14.38089 11.47376 11.31868 -0.47 -0.42 -0.18 0.11
H 15.39502 12.78584 10.73119 -0.07 -0.34 0.09 0.14
H 14.27316 13.25642 12.78002 -2.43 0.71 0.62 0.10
H 15.86785 13.58039 12.73586 1.26 0.04 1.15 0.13
H 16.43831 12.99400 15.13890 -0.53 0.02 -0.14 0.08
H 16.02515 11.36661 15.66322 -0.17 0.60 0.03 0.09
H 14.69908 12.53398 15.66508 0.52 0.43 -0.07 0.09
C 11.03088 7.21344 14.67728 0.44 1.40 0.01 -0.09
O 12.45051 7.31477 14.71315 -0.38 -0.42 0.53 -0.18
C 12.81976 8.56037 14.19391 0.19 -0.94 -2.42 -0.21
C 14.32020 8.62627 14.05020 -0.08 0.05 -0.58 -0.10
N 15.00407 8.76275 15.33762 2.23 0.84 1.34 0.06
H 15.86838 9.36216 15.23629 -1.17 -0.39 0.13 0.15
H 14.41980 9.20012 16.05162 -0.17 0.86 -0.08 0.09
C 15.54625 7.55599 16.13148 -0.53 0.62 -0.67 -0.03
C 17.08877 7.53289 16.07081 -2.97 2.16 0.86 -0.14
O 17.37004 8.85522 16.55527 0.06 -0.65 -0.06 -0.20
C 18.71167 9.21836 16.34059 -0.16 -0.69 0.28 -0.07
H 10.64895 8.14253 15.18056 -0.25 -0.73 -0.74 0.10
H 10.72896 6.38404 15.26200 -0.17 -0.94 0.53 0.07
H 10.67873 7.08253 13.63403 0.02 0.36 0.49 0.10
H 12.39259 9.37919 14.74725 -0.10 0.55 0.44 0.11
H 12.40618 8.59835 13.13560 0.42 0.40 0.96 0.16
H 14.55392 9.51359 13.42519 0.04 -0.64 0.53 0.13
H 14.76561 7.72490 13.63192 -0.45 0.09 -0.61 0.12
H 15.02209 6.73204 15.67322 0.12 -0.68 0.35 0.13
H 15.19549 7.81843 17.13346 0.19 -0.70 0.04 0.12
H 17.32250 7.47392 15.05186 1.03 -0.46 -1.47 0.09
H 17.46675 6.76912 16.69820 0.63 -0.84 0.52 0.12
H 18.77829 10.26517 16.36122 0.03 1.55 -0.13 0.07
H 19.02693 8.84045 15.39416 0.49 -0.13 -0.83 0.09
H 19.35280 8.84321 17.11889 0.36 -0.43 0.45 0.09
C 13.97243 9.59349 20.13749 1.11 0.08 -0.83 -0.62
F 15.28281 9.25518 20.46463 -1.92 0.87 -0.07 0.08
F 13.42026 8.47086 19.69285 -0.38 -0.10 0.49 0.13
F 13.30727 10.11632 21.16361 0.60 -0.95 0.39 0.14
S 13.84255 10.89748 18.82151 0.50 0.52 -3.30 0.59
O 15.04333 11.71560 19.10192 -1.47 -0.76 0.18 -0.34
O 13.92500 10.25626 17.46429 0.40 0.11 2.32 -0.35
O 12.53520 11.50906 18.97011 1.00 -0.28 0.84 -0.29
C 19.37084 19.77300 8.23723 1.79 1.43 1.68 -0.76
F 20.14760 18.73401 8.15669 1.65 -1.75 0.34 0.15
F 19.45568 20.34611 7.07092 -0.81 1.23 -1.43 0.16
F 18.19043 19.31644 8.50825 -2.27 -0.02 0.14 0.17
S 20.00495 20.94129 9.62925 0.30 0.73 0.16 0.53
O 21.28825 21.44547 9.19657 -0.78 0.11 -0.63 -0.31
O 18.95096 21.93258 9.92005 0.88 -1.41 -0.49 -0.35
O 20.21712 19.96559 10.71170 -0.93 -0.25 0.63 -0.36
C 21.20985 14.37218 16.09075 -0.79 2.41 0.70 -0.65
F 21.87460 15.49420 16.53262 -0.57 -0.36 -0.46 0.08
F 21.98513 13.80564 15.21469 0.39 -0.73 -1.01 0.16
F 21.10275 13.60085 17.15897 -0.13 -0.77 0.40 0.12
S 19.45483 14.82047 15.44108 -0.71 -0.95 0.36 0.51
O 18.80591 15.52637 16.55058 0.67 -0.75 -0.44 -0.34
O 19.63433 15.68671 14.29185 0.41 -0.53 0.02 -0.33
O 18.92344 13.45135 15.17036 0.72 1.98 0.39 -0.35
C 11.21564 18.23196 15.81393 3.08 -1.95 1.24 -0.76
F 10.67243 18.66040 14.74224 -1.45 0.85 -1.80 0.20
F 12.19511 19.06575 16.17549 0.65 0.87 -0.32 0.12
F 10.41383 18.20682 16.83634 -2.12 0.03 1.08 0.15
S 12.01790 16.54188 15.66063 0.93 0.12 -2.01 0.48
O 12.61380 16.53878 14.31085 -0.94 -0.03 1.01 -0.34
O 12.98086 16.55063 16.71808 0.72 0.14 1.00 -0.31
O 10.96671 15.56810 15.86999 -0.83 -0.47 -0.33 -0.33
B 17.05272 7.94726 12.04123 -0.17 -1.80 -1.03 -1.23
F 16.32519 8.65199 11.02952 -0.28 -0.50 -0.15 0.08
F 16.32362 6.77188 12.36571 0.37 0.45 0.00 0.09
F 18.30635 7.62232 11.51405 -0.36 0.36 0.54 0.13
F 17.08998 8.76137 13.15917 0.42 0.71 0.77 0.14
B 11.59780 12.11906 10.84803 1.64 0.46 -0.21 -1.33
F 12.18626 12.45592 12.10826 0.24 0.48 0.52 0.07
F 11.61204 13.29016 10.05306 -0.05 -0.43 0.10 0.09
F 12.33588 11.07238 10.31559 0.74 -0.08 -0.57 0.12
F 10.36714 11.66232 11.09360 -2.69 -0.24 0.37 0.18

=====

79
Properties=species:S:1:pos:R:3:forces:R:3:lowdin_charge:R:1 method="wB97M-V/def2-TZVPD" lumo_energy_ha=-0.059 smiles="S=[PH2]c1cc2nccnc2c(Br)c1Br.COC(=O)OC.COC(=O)OC.COC(=O)OC.COC(=O)OC.COC(=O)OC" gap_ev=7.09 e_homo_ev=-8.7 total_energy_ev=-218315.0353 charge=0
S 3.91026 2.91505 3.49234 -0.01 -0.23 -0.16 0.07
P 2.77406 1.72039 2.46406 0.11 0.16 -0.21 0.28
C 3.50701 1.15799 0.81133 0.83 -0.41 -3.97 -0.38
C 3.39413 2.08075 -0.42589 0.96 -2.67 0.86 0.01
C 3.94201 1.70458 -1.86443 -0.28 -0.55 2.32 -0.17
N 3.75847 2.68010 -2.90443 2.79 -4.93 -1.77 0.08
C 4.30712 2.16930 -4.11531 -0.06 -0.53 1.51 -0.10
C 4.96173 0.77259 -4.31640 -0.68 0.23 2.92 -0.06
N 5.12839 -0.17173 -3.26520 -1.86 4.69 -0.58 0.06
C 4.62231 0.32399 -2.01527 -0.42 0.29 0.77 -0.20
C 4.75748 -0.59759 -0.75121 -1.22 1.60 1.96 -0.54
Br 5.66816 -2.34076 -0.99454 -0.95 1.82 0.21 0.63
C 4.23492 -0.23571 0.66613 0.04 1.90 -4.06 -0.60
Br 4.45878 -1.43924 2.22764 -0.25 1.40 -1.86 0.64
H 1.52660 2.38483 2.12405 0.73 -0.85 -0.10 -0.01
H 2.39256 0.51928 3.18823 0.09 0.68 -0.91 -0.04
H 2.88327 3.10469 -0.30480 0.91 -1.82 -0.25 0.11
H 4.25801 2.86130 -5.03665 0.03 -1.20 1.71 0.12
H 5.33108 0.47991 -5.35644 -0.61 0.42 1.73 0.12
C -0.43454 -1.82161 -8.00341 -0.10 -0.26 -0.36 -0.05
O -0.52251 -0.93082 -6.89328 0.39 0.21 0.26 0.00
C 0.66732 -0.55247 -6.39655 -0.16 0.03 0.06 -0.59
O 1.74962 -0.89863 -6.80656 -0.43 0.14 0.15 0.12
O 0.44303 0.27804 -5.36460 -0.03 -0.31 -0.38 0.01
C 1.62878 0.76165 -4.73630 0.17 0.14 0.24 -0.06
H -1.44963 -2.06059 -8.32230 0.05 0.18 0.24 0.10
H 0.08633 -1.34699 -8.83830 0.08 -0.11 0.15 0.10
H 0.06321 -2.74942 -7.71392 0.02 0.18 -0.02 0.08
H 2.23071 1.33753 -5.44214 -0.08 -0.22 0.00 0.08
H 2.20804 -0.06512 -4.31797 0.03 0.06 -0.19 0.09
H 1.33069 1.42069 -3.91995 -0.21 -0.11 -0.18 0.09
C -0.20921 -6.86473 -13.02699 -0.04 -0.28 -0.35 -0.05
O -0.29778 -5.97378 -11.91650 0.32 0.21 0.26 0.00
C 0.89166 -5.59413 -11.41829 -0.06 0.01 0.01 -0.60
O 1.97378 -5.93853 -11.82643 -0.48 0.16 0.18 0.12
O 0.66453 -4.76355 -10.38593 -0.09 -0.27 -0.35 0.00
C 1.84807 -4.27701 -9.75455 0.38 0.18 0.24 -0.04
H -1.22485 -7.10305 -13.34508 0.03 0.20 0.25 0.09
H 0.31180 -6.38993 -13.86142 0.08 -0.11 0.16 0.10
H 0.28913 -7.79278 -12.73786 0.09 0.18 -0.07 0.10
H 2.45102 -3.69912 -10.45862 0.00 -0.21 0.04 0.10
H 2.42862 -5.10169 -9.33499 0.01 0.08 -0.20 0.10
H 1.54632 -3.61916 -8.93966 -0.16 -0.14 -0.19 0.07
C -0.89057 -0.52715 6.51943 -0.37 0.36 -0.10 -0.04
O -0.00260 -1.49553 7.07676 0.47 -0.24 -0.25 0.00
C 1.00800 -1.84735 6.26503 -0.07 0.01 0.16 -0.59
O 1.20476 -1.41951 5.15137 -0.03 -0.22 0.49 0.10
O 1.76069 -2.75773 6.90888 -0.36 0.36 -0.18 0.00
C 2.87991 -3.22610 6.16076 0.38 -0.19 -0.21 -0.05
H -1.66495 -0.31823 7.25855 0.20 -0.22 0.06 0.09
H -0.36003 0.40312 6.30351 -0.01 -0.16 -0.12 0.10
H -1.36980 -0.91713 5.61859 0.17 0.09 0.03 0.10
H 3.56089 -2.40326 5.93059 -0.15 -0.06 -0.10 0.10
H 2.55027 -3.72286 5.24524 0.04 0.19 0.02 0.10
H 3.41308 -3.95328 6.77427 -0.26 0.14 0.13 0.09
C -7.00357 -0.29777 6.08063 -0.06 -0.31 -0.36 -0.04
O -7.09048 0.59847 7.18741 0.40 0.22 0.26 0.00
C -5.90143 0.97298 7.68813 -0.23 0.00 0.16 -0.61
O -4.81879 0.61980 7.28440 -0.39 0.13 0.15 0.10
O -6.12746 1.80869 8.71573 -0.02 -0.32 -0.45 0.00
C -4.94428 2.29138 9.35074 0.35 0.19 0.28 -0.04
H -8.01949 -0.53120 5.76011 0.04 0.20 0.25 0.10
H -6.47690 0.17041 5.24589 0.08 -0.11 0.15 0.10
H -6.51189 -1.22765 6.37525 0.09 0.18 -0.07 0.10
H -4.33502 2.86307 8.64741 -0.01 -0.19 0.06 0.08
H -4.37049 1.46488 9.77620 0.00 0.07 -0.19 0.10
H -5.24781 2.95412 10.16185 -0.23 -0.13 -0.18 0.10
C -2.09851 7.44076 4.71788 0.32 0.31 -0.11 -0.05
O -3.23384 6.65705 5.08117 -0.05 -0.47 0.08 0.00
C -2.97607 5.34528 5.22067 -0.08 0.06 0.00 -0.60
O -1.90354 4.81312 5.06721 -0.47 0.22 0.06 0.12
O -4.12144 4.72960 5.56109 0.32 0.34 -0.12 0.00
C -3.99524 3.32025 5.74397 -0.03 -0.39 0.06 -0.04
H -2.42296 8.47861 4.63358 -0.22 -0.22 0.08 0.09
H -1.32669 7.38150 5.48854 -0.03 -0.13 -0.17 0.10
H -1.70389 7.12237 3.75034 0.05 -0.08 0.19 0.10
H -3.29873 3.09772 6.55528 0.04 -0.01 -0.23 0.09
H -3.67576 2.83831 4.81714 0.12 0.06 0.16 0.11
H -4.97583 2.92873 6.01485 0.04 0.34 -0.07 0.08

=====

36
Properties=species:S:1:pos:R:3:forces:R:3:lowdin_charge:R:1 method="wB97M-V/def2-TZVPD" lumo_energy_ha=-0.130 e_above_lowest_ev=16.094 gap_ev=4.70 e_homo_ev=-8.2 total_energy_ev=-235685.8248 charge=0
Y -1.41894 0.64707 0.78516 -0.20 0.62 0.91 1.72
Br -2.48724 -2.68180 2.98276 0.54 1.43 -1.07 -0.59
Br 0.84572 3.57930 -0.95676 -0.99 -1.39 0.73 -0.61
Br -4.19263 3.15907 3.15454 0.94 -0.84 -0.84 -0.56
C 1.56302 2.12771 5.15458 -2.49 -0.86 -3.12 -0.80
O 0.82298 1.71212 4.26540 -0.22 -0.45 0.03 0.00
N 2.29520 1.42321 5.94989 2.46 -4.80 2.91 0.16
N 1.74657 3.35891 5.43823 0.74 6.94 0.74 0.17
H 1.94003 0.51265 6.20451 0.35 -0.04 -0.25 0.13
H 2.90500 1.85448 6.62978 -0.40 -0.23 -0.12 0.11
H 2.47838 3.61783 6.08439 -0.39 -0.01 -0.09 0.11
H 1.35532 4.16925 4.97957 -0.21 -0.67 -0.44 0.13
C -4.24141 1.77456 -3.72278 -1.95 -2.79 3.77 -0.74
O -4.09352 1.71933 -2.49094 0.83 0.60 -0.64 -0.02
N -3.46467 2.26099 -4.61830 3.63 3.08 -3.12 0.17
N -5.24911 1.06454 -4.26025 -1.67 -0.71 -0.53 0.14
H -2.64593 2.81146 -4.40211 -0.26 -0.07 0.50 0.13
H -3.77087 2.41233 -5.56878 -0.09 -0.31 0.25 0.12
H -5.51159 1.15775 -5.23108 -0.06 -0.32 0.38 0.10
H -5.73313 0.43869 -3.63244 -0.16 0.37 -0.32 0.11
C 3.60156 -1.58444 1.42071 -4.80 -1.21 -0.80 -0.77
O 2.51695 -1.32456 0.90418 -0.92 0.61 -0.33 -0.02
N 4.50391 -0.67265 1.56368 3.28 2.48 0.45 0.18
N 3.79530 -2.80401 1.91300 2.49 -1.37 0.78 0.16
H 4.20372 0.28297 1.43419 0.25 -0.26 -0.25 0.13
H 5.44101 -0.86444 1.88795 -0.32 0.23 0.07 0.11
H 3.08632 -3.47988 2.15930 0.09 0.50 -0.45 0.12
H 4.75721 -2.93111 2.19344 -0.41 -0.85 0.47 0.10
C -0.77803 -2.57472 -3.43518 0.55 -1.01 1.91 -0.77
O -1.19271 -1.91221 -2.51954 -0.21 2.22 1.58 0.01
N 0.30157 -3.36340 -3.30642 1.48 -0.62 0.88 0.16
N -1.41190 -2.75113 -4.55237 -1.94 -0.61 -4.30 0.16
H 0.64326 -3.39691 -2.35657 0.16 -0.33 -0.24 0.11
H 0.51635 -4.11861 -3.94173 0.05 0.33 0.22 0.10
H -1.20700 -3.59518 -5.06781 -0.04 0.50 -0.25 0.11
H -1.92071 -2.02914 -5.04220 -0.09 -0.19 0.55 0.12

=====

The lowest charge belongs to which entry? C34H80B2F20N5O22S4